47
Properties=species:S:1:pos:R:3:forces:R:3:mulliken_charge:R:1 method="wB97M-V/def2-TZVPD" e_tot_ha=-1569.4744 e_homo_ev=-5.2377 total_charge=-1 orbital_gap_ev=8.19 multiplicity=1
Li 0.550 -1.573 -0.752 -0.340 -0.344 -0.250 1.002
C -5.402 -1.561 -1.582 0.056 0.021 0.188 -0.929
C -4.806 -1.905 -0.217 -0.010 -0.006 -0.172 -0.943
N -3.935 -0.876 0.324 0.211 0.134 -0.054 0.110
C -4.550 0.177 1.126 0.050 0.130 -0.060 -0.664
C -4.784 1.479 0.360 -0.004 -0.120 0.024 -1.040
C -2.591 -0.821 0.039 -0.254 -0.096 0.306 0.525
S -1.926 -1.979 -1.013 0.168 -0.126 -0.281 -0.713
N -1.972 0.212 0.626 -0.110 0.177 0.095 -0.190
C -0.656 0.299 0.816 0.030 -0.197 -0.269 0.074
O 0.206 -0.589 0.667 -0.132 0.528 0.431 -0.941
C -0.183 1.645 1.292 0.119 0.002 0.137 0.410
C 1.166 1.961 1.149 -0.025 -0.052 -0.006 -0.151
C 1.655 3.167 1.625 -0.024 0.014 0.004 -0.742
C 0.801 4.062 2.256 0.058 0.036 0.013 -0.266
C -0.547 3.759 2.385 -0.017 0.041 0.000 -0.694
C -1.039 2.558 1.898 -0.025 0.002 -0.035 -0.086
H -5.999 -2.398 -1.950 0.009 0.014 -0.026 0.385
H -4.594 -1.366 -2.285 -0.009 -0.001 -0.064 0.237
H -6.044 -0.680 -1.521 0.001 -0.011 -0.032 0.256
H -4.229 -2.824 -0.301 -0.006 -0.013 0.027 0.447
H -5.610 -2.068 0.505 0.039 -0.014 0.036 0.365
H -3.906 0.383 1.980 -0.047 -0.033 0.045 0.408
H -5.502 -0.210 1.496 0.025 -0.041 0.019 0.400
H -3.830 1.875 0.018 0.007 0.022 -0.005 0.228
H -5.262 2.214 1.013 0.004 0.012 -0.020 0.325
H -5.427 1.317 -0.507 -0.012 0.019 0.016 0.346
H 1.812 1.253 0.648 -0.001 -0.001 0.011 0.311
H 2.704 3.408 1.506 -0.007 -0.003 -0.005 0.394
H 1.189 4.995 2.647 -0.022 0.010 -0.024 0.356
H -1.214 4.465 2.866 -0.014 -0.020 0.008 0.385
H -2.089 2.309 1.982 0.006 -0.020 0.018 0.279
O 2.998 -3.962 -0.755 0.084 0.097 -0.035 -0.714
C 3.257 -2.802 -1.033 0.085 -0.136 0.022 0.159
N 2.368 -1.805 -1.309 -0.087 -0.082 -0.040 -0.552
C 3.028 -0.637 -1.543 0.045 0.144 0.041 0.411
O 2.515 0.444 -1.795 0.135 -0.070 0.030 -0.674
C 4.516 -0.887 -1.422 0.072 -0.214 -0.017 0.210
C 5.614 -0.066 -1.568 -0.029 0.069 0.021 -0.407
C 6.876 -0.639 -1.418 0.028 0.050 -0.014 -0.392
C 7.018 -1.989 -1.122 0.003 -0.073 -0.003 -0.385
C 5.900 -2.807 -0.960 -0.032 -0.045 0.056 -0.376
C 4.658 -2.232 -1.118 0.013 0.193 -0.086 0.182
H 5.496 0.989 -1.783 -0.025 -0.015 -0.049 0.470
H 7.763 -0.027 -1.535 -0.013 0.009 0.009 0.365
H 8.011 -2.410 -1.021 -0.004 0.013 0.027 0.365
H 5.995 -3.857 -0.711 0.002 -0.004 -0.036 0.452

14
Properties=species:S:1:pos:R:3:forces:R:3:mulliken_charge:R:1 method="wB97M-V/def2-TZVPD" e_tot_ha=-307.5222 e_homo_ev=-8.3420 orbital_gap_ev=8.20 multiplicity=1
C 0.128 -0.556 -1.443 -0.026 -0.044 -0.159 -1.109
C -0.727 0.203 -0.449 -0.063 -0.042 -0.172 0.342
C -0.803 -0.387 0.913 -0.112 0.061 0.068 -0.345
O 0.038 -1.275 1.322 0.391 0.444 -0.293 -0.379
C -0.001 1.287 0.304 0.071 -0.220 0.214 -0.251
O 1.269 1.250 0.395 -0.008 -0.991 0.519 -0.483
H 0.150 -0.023 -2.395 -0.013 -0.079 0.032 0.351
H 1.158 -0.638 -1.087 -0.245 0.000 -0.072 0.206
H -0.266 -1.563 -1.600 0.014 0.100 -0.036 0.308
H -1.706 0.514 -0.812 0.061 0.042 -0.021 0.371
H -1.545 -0.026 1.631 0.173 -0.042 -0.102 0.403
H 1.144 -0.927 1.260 0.077 0.959 0.202 -0.013
H -0.583 2.069 0.821 0.301 -0.361 0.042 0.385
H 1.743 0.072 1.139 -0.622 0.172 -0.221 0.214